[1]
{
  "formula": "C3H7NOS",
  "method": "wB97M-V/def2-TZVPD",
  "e_above_lowest_ev": 6.742,
  "lumo_energy_ev": [0.0, -0.3],
  "spin_multiplicity": 1,
  "orbital_gap_ev": [8.843, 7.259],
  "elements": ["C", "C", "C", "N", "O", "S", "H", "H", "H", "H", "H", "H", "H"],
  "xyz": [[-0.40331, -0.60762, 1.90783], [-0.89606, 0.45839, 1.19415], [0.01993, -0.03681, -1.96299], [0.97607, 1.72015, -0.64401], [0.99454, 0.46345, -1.28251], [-0.04263, -1.68802, -2.03385], [-0.30654, -1.66406, 1.68510], [0.28930, -0.48581, 2.69175], [-1.64404, 0.30791, 0.44153], [-0.77550, 0.52655, -2.42120], [1.85799, 1.63223, -0.17379], [-0.44286, 1.42497, 1.38767], [0.37311, -2.05133, -0.78968]],
  "forces_ev_per_angstrom": [[-0.017, 1.387, -1.773], [1.319, -2.558, 1.947], [0.157, 1.665, 0.535], [-0.968, -1.118, -1.727], [0.427, 1.197, 1.227], [-0.156, -2.714, -0.401], [-1.527, -0.169, -0.518], [0.840, 1.017, 0.946], [-0.001, 0.158, -0.532], [0.015, 0.565, 0.158], [0.787, 0.031, 0.297], [-0.802, 0.058, 0.150], [-0.074, 0.480, -0.309]]
}


[2]
{
  "formula": "C5H13NO",
  "method": "wB97M-V/def2-TZVPD",
  "e_above_lowest_ev": 1.320,
  "lumo_energy_ev": [-3.6, -7.0],
  "charge": 1,
  "s2": 0.764,
  "spin_multiplicity": 2,
  "orbital_gap_ev": [10.551, 7.309],
  "elements": ["C", "N", "C", "C", "C", "C", "H", "H", "H", "H", "H", "H", "H", "H", "H", "H", "H", "H", "H", "O"],
  "xyz": [[1.86396, -1.65767, 0.06413], [1.04628, -0.51871, 0.48103], [-0.28450, -0.41551, 0.09719], [-1.12976, -1.28792, 0.77355], [-2.58983, -1.22549, 0.69408], [-0.65811, 0.67957, -0.77837], [2.91072, -1.37885, 0.01499], [1.94087, -2.33386, 0.93934], [1.52474, -2.22061, -0.79567], [1.54052, 0.36650, 0.42633], [-0.58348, -2.06096, 1.30636], [-2.92906, -2.20267, 0.33063], [-3.08017, -1.34044, 1.67061], [-2.84254, -0.42969, 0.00495], [-1.48284, 1.32752, -0.43294], [-1.02367, 0.27882, -1.73439], [0.04614, 1.48287, -1.00337], [1.24071, 3.91307, -0.75697], [2.42107, 4.70368, -0.25123], [2.06896, 4.32035, -1.05025]],
  "forces_ev_per_angstrom": [[0.741, -1.246, 2.550], [-0.631, 0.558, -1.997], [1.453, -0.222, 1.887], [0.473, -0.297, -0.758], [0.508, -1.110, 0.054], [-1.659, 2.169, -0.700], [-0.028, 0.511, -0.609], [-0.392, -0.192, -0.486], [-0.217, 0.354, -0.180], [-0.006, -0.050, -0.202], [-0.426, -0.005, 0.323], [0.072, -0.044, -0.707], [0.123, 1.048, -0.001], [-0.860, 0.065, 0.434], [-0.174, -0.752, 0.258], [0.239, -0.044, 0.075], [0.806, -0.767, 0.023], [0.215, 0.293, -0.199], [0.314, 0.337, 0.349], [-0.552, -0.605, -0.114]]
}


Short version: largest force on an atom = 3.47 2.93 eV/A, in the order given.